Record 1
A structure of composition C22H14BrCl5N2O3Pd. Source: the OMol25 dataset; level of theory: ωB97M-V/def2-TZVPD.

Output
ΔE to the lowest compared entry with this formula, charge and spin ... 0.000 eV
Energy ... -168296.9067 eV
HOMO level ... -8.0 eV

Structure (ORCA input):
```
! RIJCOSX wB97M-V def2-TZVPD def2/J DEFGRID3
* xyz 0 1
Pd 0.19 0.92 -0.31
O -2.36 -1.93 -1.78
C -1.53 -2.81 -2.37
C -2.08 -3.94 -2.98
C -1.26 -4.86 -3.60
C 0.12 -4.68 -3.64
C 0.66 -3.56 -3.04
C -0.14 -2.63 -2.39
C 0.49 -1.45 -1.68
O -0.28 -0.30 -1.79
N 0.61 -1.80 -0.24
N 0.80 -0.76 0.57
C 1.18 -0.84 1.79
C 1.28 0.33 2.64
Br 0.83 2.01 1.82
C 1.71 0.28 3.90
C 1.87 1.38 4.87
C 0.88 2.34 5.08
C 1.06 3.35 6.01
C 2.24 3.41 6.74
C 3.22 2.45 6.56
C 3.03 1.43 5.64
H -1.86 -1.11 -1.62
H -3.15 -4.06 -2.95
H -1.70 -5.73 -4.07
H 0.76 -5.39 -4.14
H 1.74 -3.39 -3.08
H 1.50 -1.28 -2.08
H 0.85 -2.73 0.07
H 1.41 -1.81 2.23
H 2.01 -0.71 4.25
H -0.05 2.28 4.53
H 0.29 4.08 6.16
H 2.38 4.20 7.47
H 4.13 2.48 7.14
H 3.80 0.67 5.50
Cl -3.84 1.48 -5.90
C -2.85 1.78 -4.53
C -3.35 1.57 -3.24
Cl -4.95 0.99 -3.02
C -2.54 1.82 -2.14
Cl -3.11 1.51 -0.54
C -1.23 2.29 -2.28
O -0.47 2.55 -1.23
C -0.74 2.48 -3.58
Cl 0.89 2.98 -3.76
C -1.54 2.23 -4.69
Cl -0.91 2.48 -6.27
*
```

***

Record 2
A structure of composition C25H23BrIN5O5Rh. Source: the OMol25 dataset; level of theory: ωB97M-V/def2-TZVPD.

Output
ΔE to the lowest compared entry with this formula, charge and spin ... 0.000 eV
Energy ... -125128.8424 eV
Expectation value of S² ... 6.049
HOMO level (alpha / beta) ... -11.1 / -11.3 eV

Structure (ORCA input):
```
! RIJCOSX wB97M-V def2-TZVPD def2/J DEFGRID3
* xyz 1 5
Rh -0.28 -1.23 -1.09
C 1.59 2.30 -3.59
C 2.46 1.73 -2.52
N 3.52 2.36 -2.14
C 4.24 1.81 -1.13
C 3.91 0.68 -0.39
C 4.84 0.24 0.72
O 4.22 0.18 2.00
C 2.77 -0.03 -0.74
C 2.45 -1.25 0.02
N 1.53 -2.09 -0.26
C 1.53 -3.34 0.45
C 2.69 -3.83 1.05
C 2.69 -5.03 1.73
C 1.54 -5.80 1.80
C 0.39 -5.36 1.16
C 0.40 -4.15 0.49
I -1.37 -3.65 -0.48
C 2.04 0.45 -1.90
O 1.08 -0.16 -2.43
H 2.10 3.14 -4.05
H 0.65 2.64 -3.15
H 1.34 1.54 -4.33
H 5.16 2.34 -0.89
H 5.71 0.90 0.74
H 5.21 -0.76 0.52
H 4.06 1.07 2.33
H 3.08 -1.42 0.89
H 3.61 -3.28 0.97
H 3.60 -5.38 2.19
H 1.53 -6.74 2.33
H -0.51 -5.96 1.18
N -2.04 -0.39 -1.99
C -3.06 0.06 -2.28
N -4.22 0.55 -2.64
C -4.31 1.90 -3.23
C -4.79 2.86 -2.16
O -6.02 2.42 -1.60
C -5.88 1.16 -0.97
C -5.46 0.10 -1.97
H -5.04 1.85 -4.04
H -3.35 2.19 -3.63
H -4.98 3.85 -2.59
H -4.04 2.96 -1.37
H -6.85 0.91 -0.55
H -5.15 1.22 -0.15
H -6.22 -0.02 -2.74
H -5.28 -0.86 -1.49
Br 0.02 4.79 3.41
C -0.01 2.91 3.63
C 0.09 2.37 4.90
N 0.07 1.06 5.13
C -0.06 0.26 4.07
C -0.15 0.71 2.76
C -0.13 2.08 2.54
C -0.27 -0.27 1.64
O -0.44 -1.46 1.86
O -0.13 0.23 0.45
H 0.18 3.02 5.76
H -0.08 -0.81 4.26
H -0.19 2.47 1.53
*
```

***

Record 3
A structure of composition C5H8O2. Source: the OMol25 dataset; level of theory: ωB97M-V/def2-TZVPD.

Output
ΔE to the lowest compared entry with this formula, charge and spin ... 5.175 eV
Energy ... -9404.6572 eV
HOMO level ... -9.3 eV

Structure (ORCA input):
```
! RIJCOSX wB97M-V def2-TZVPD def2/J DEFGRID3
* xyz 0 1
C -0.46 -0.29 -1.67
C -0.73 -0.41 -0.18
C 0.17 -1.32 0.66
O 1.66 -0.30 0.61
C 0.55 -0.13 1.51
C -0.41 0.79 0.77
O 0.12 1.97 0.23
H -0.60 -1.25 -2.17
H 0.57 0.04 -1.85
H -1.13 0.44 -2.13
H -1.75 -0.76 -0.01
H 1.58 -1.39 0.46
H 0.82 -0.10 2.56
H -1.27 1.08 1.37
H 0.98 1.74 -0.14
*
```

***

Record 4
A structure of composition C29H44ClNO6PPdS2Si at a distorted geometry. Source: the OMol25 dataset; level of theory: ωB97M-V/def2-TZVPD.

Output
ΔE to the lowest compared entry with this formula, charge and spin ... 1.129 eV
Energy ... -99410.3970 eV
Expectation value of S² ... 2.009
HOMO level (alpha / beta) ... -4.9 / -5.2 eV

Structure (ORCA input):
```
! RIJCOSX wB97M-V def2-TZVPD def2/J DEFGRID3
* xyz -1 3
Pd 1.00 1.81 -1.26
S -0.56 3.34 -2.51
C -0.73 1.84 -3.24
N 0.13 0.85 -3.12
C -0.16 -0.21 -3.93
C 0.58 -1.38 -4.07
C 0.17 -2.33 -4.98
C -0.96 -2.14 -5.77
C -1.71 -0.99 -5.65
C -1.31 -0.03 -4.73
S -2.03 1.51 -4.40
H 1.47 -1.53 -3.48
H 0.74 -3.24 -5.09
H -1.25 -2.90 -6.48
H -2.58 -0.82 -6.26
C 0.67 0.60 2.70
C -0.29 -0.58 2.90
C 0.49 -1.85 3.28
C -1.29 -0.25 4.02
O -1.01 -0.88 1.72
Si -1.67 0.19 0.65
O -0.67 1.14 -0.08
O -2.78 1.03 1.54
C -3.32 2.31 1.26
C -3.64 2.48 -0.22
C -4.60 2.42 2.10
C -2.30 3.37 1.67
O -2.46 -0.70 -0.48
C -3.06 -1.97 -0.41
C -3.69 -2.23 0.96
C -4.14 -2.00 -1.49
C -1.98 -3.02 -0.69
H 1.37 0.68 3.52
H 0.10 1.52 2.61
H 1.22 0.47 1.76
H 1.13 -1.65 4.14
H 1.12 -2.17 2.45
H -0.20 -2.66 3.51
H -0.77 0.14 4.90
H -1.85 -1.14 4.30
H -1.99 0.49 3.65
H -4.26 1.65 -0.57
H -2.71 2.46 -0.79
H -4.15 3.42 -0.40
H -5.31 1.65 1.78
H -5.06 3.40 1.96
H -4.38 2.27 3.15
H -1.37 3.17 1.13
H -2.10 3.32 2.74
H -2.66 4.37 1.42
H -4.43 -1.47 1.19
H -2.92 -2.18 1.72
H -4.17 -3.21 0.98
H -4.92 -1.28 -1.25
H -4.57 -3.00 -1.57
H -3.71 -1.71 -2.45
H -1.20 -2.91 0.06
H -1.54 -2.83 -1.67
H -2.38 -4.03 -0.67
C 1.86 -1.39 -0.72
P 2.80 0.21 -0.57
C 3.56 0.25 -2.25
C 4.23 -0.47 0.37
C 5.54 -0.44 -0.09
C 6.56 -1.03 0.63
C 6.29 -1.67 1.83
C 5.00 -1.66 2.33
C 3.99 -1.06 1.61
H 1.49 -1.69 0.26
H 2.48 -2.19 -1.14
H 0.98 -1.20 -1.33
H 4.07 -0.69 -2.47
H 4.26 1.09 -2.30
H 2.76 0.43 -2.98
H 5.79 0.06 -1.01
H 7.57 -1.01 0.25
H 7.09 -2.14 2.38
H 4.79 -2.14 3.27
H 2.99 -1.05 2.01
Cl 4.25 4.78 2.04
C 2.80 3.83 1.70
C 2.93 3.15 0.32
O 3.85 2.34 0.14
O 2.06 3.49 -0.52
H 1.94 4.50 1.70
H 2.70 3.08 2.48
*
```

***

Copy entry 2 word for word.
A structure of composition C25H23BrIN5O5Rh. Source: the OMol25 dataset; level of theory: ωB97M-V/def2-TZVPD.

Output
ΔE to the lowest compared entry with this formula, charge and spin ... 0.000 eV
Energy ... -125128.8424 eV
Expectation value of S² ... 6.049
HOMO level (alpha / beta) ... -11.1 / -11.3 eV

Structure (ORCA input):
```
! RIJCOSX wB97M-V def2-TZVPD def2/J DEFGRID3
* xyz 1 5
Rh -0.28 -1.23 -1.09
C 1.59 2.30 -3.59
C 2.46 1.73 -2.52
N 3.52 2.36 -2.14
C 4.24 1.81 -1.13
C 3.91 0.68 -0.39
C 4.84 0.24 0.72
O 4.22 0.18 2.00
C 2.77 -0.03 -0.74
C 2.45 -1.25 0.02
N 1.53 -2.09 -0.26
C 1.53 -3.34 0.45
C 2.69 -3.83 1.05
C 2.69 -5.03 1.73
C 1.54 -5.80 1.80
C 0.39 -5.36 1.16
C 0.40 -4.15 0.49
I -1.37 -3.65 -0.48
C 2.04 0.45 -1.90
O 1.08 -0.16 -2.43
H 2.10 3.14 -4.05
H 0.65 2.64 -3.15
H 1.34 1.54 -4.33
H 5.16 2.34 -0.89
H 5.71 0.90 0.74
H 5.21 -0.76 0.52
H 4.06 1.07 2.33
H 3.08 -1.42 0.89
H 3.61 -3.28 0.97
H 3.60 -5.38 2.19
H 1.53 -6.74 2.33
H -0.51 -5.96 1.18
N -2.04 -0.39 -1.99
C -3.06 0.06 -2.28
N -4.22 0.55 -2.64
C -4.31 1.90 -3.23
C -4.79 2.86 -2.16
O -6.02 2.42 -1.60
C -5.88 1.16 -0.97
C -5.46 0.10 -1.97
H -5.04 1.85 -4.04
H -3.35 2.19 -3.63
H -4.98 3.85 -2.59
H -4.04 2.96 -1.37
H -6.85 0.91 -0.55
H -5.15 1.22 -0.15
H -6.22 -0.02 -2.74
H -5.28 -0.86 -1.49
Br 0.02 4.79 3.41
C -0.01 2.91 3.63
C 0.09 2.37 4.90
N 0.07 1.06 5.13
C -0.06 0.26 4.07
C -0.15 0.71 2.76
C -0.13 2.08 2.54
C -0.27 -0.27 1.64
O -0.44 -1.46 1.86
O -0.13 0.23 0.45
H 0.18 3.02 5.76
H -0.08 -0.81 4.26
H -0.19 2.47 1.53
*
```